13
Properties=species:S:1:pos:R:3:lowdin_charge:R:1 method="wB97M-V/def2-TZVPD" de_lowest_kj_mol=593.6 homo_ev=-9.47 smiles="C=[S@](=N)(N)NC#N"
C 0.177 0.299 1.446 -0.29
S 0.090 -0.374 -0.025 0.74
N 1.229 -1.288 -0.455 -0.28
N 0.308 0.985 -1.363 -0.10
N -1.551 -0.608 -0.770 -0.13
C -2.534 -0.373 0.143 -0.44
N -3.221 -0.264 1.002 0.15
H -0.769 0.894 1.567 0.02
H 0.211 -0.619 2.116 0.05
H 1.442 -2.021 0.290 0.05
H 0.296 1.813 -0.734 0.05
H 1.093 0.636 -1.935 0.04
H -1.578 -0.074 -1.707 0.13

=====

9
Properties=species:S:1:pos:R:3:lowdin_charge:R:1 method="wB97M-V/def2-TZVPD" de_lowest_kj_mol=200.2 homo_ev=-2.10 charge=-1
O 0.011 2.425 -0.725 -0.16
H 0.966 2.383 -0.581 0.00
C -0.114 -1.653 -0.241 -0.15
C -0.264 -0.485 0.535 -0.54
O 0.599 0.372 0.869 -0.18
H -0.334 -2.586 0.314 -0.02
H 0.611 -1.700 -1.053 -0.03
H -1.318 -0.514 0.841 0.06
H -0.156 1.759 0.040 0.02

=====

103
Properties=species:S:1:pos:R:3:lowdin_charge:R:1 method="wB97M-V/def2-TZVPD" homo_ev=-6.64 charge=+1
Rb -5.884 -2.382 -1.386 0.82
Rb 0.156 6.043 -3.114 0.89
Rb 2.386 -5.508 -1.244 0.92
C -1.210 -0.343 -1.776 -0.05
C -0.684 -1.284 -0.924 -0.41
C 0.411 -0.932 0.030 -0.40
O 1.152 -1.783 0.677 -0.14
C 0.936 0.349 0.103 -0.01
C 0.358 1.428 -0.727 -0.40
C -0.758 0.993 -1.698 -0.38
O -1.283 1.777 -2.518 -0.08
O 0.867 2.507 -0.605 0.00
O -1.213 -2.457 -0.966 -0.12
H -2.034 -0.645 -2.405 0.09
H 1.795 0.594 0.709 0.10
C -4.830 -1.214 2.363 -0.08
O -5.998 -2.030 2.488 -0.21
C -5.838 -3.263 3.204 -0.18
C -5.016 -4.296 2.392 -0.18
N -5.639 -5.013 1.262 -0.09
C -6.945 -5.525 1.580 -0.20
C -7.623 -6.125 0.327 -0.24
O -7.742 -5.237 -0.746 -0.22
C -8.267 -5.961 -1.887 -0.07
H -4.758 -0.557 3.230 0.09
H -4.991 -0.545 1.517 0.08
H -3.916 -1.775 2.168 0.09
H -6.780 -3.683 3.559 0.12
H -5.317 -3.017 4.129 0.12
H -4.616 -5.103 3.005 0.12
H -4.095 -3.899 1.966 0.11
H -4.947 -5.670 0.930 0.11
H -7.420 -4.589 1.874 0.11
H -7.005 -6.190 2.441 0.13
H -8.546 -6.637 0.599 0.12
H -7.004 -6.991 0.090 0.12
H -9.314 -6.215 -1.721 0.10
H -7.665 -6.818 -2.190 0.10
H -8.252 -5.191 -2.657 0.08
C 7.339 -0.377 0.551 -0.10
O 7.707 -0.013 1.889 -0.19
C 8.229 1.259 2.155 -0.24
C 7.250 2.370 2.034 -0.23
N 6.105 2.247 2.927 -0.04
C 6.207 2.463 4.399 -0.17
C 7.302 3.504 4.726 -0.17
O 6.741 4.840 4.380 -0.18
C 7.104 5.826 5.265 -0.17
H 6.280 -0.467 0.309 0.08
H 7.863 -1.239 0.136 0.08
H 7.564 0.421 -0.156 0.08
H 9.103 1.240 1.504 0.13
H 8.545 1.219 3.197 0.12
H 6.715 2.171 1.105 0.11
H 7.707 3.349 1.888 0.13
H 5.992 1.244 2.949 0.09
H 6.409 1.545 4.951 0.11
H 5.268 2.843 4.799 0.12
H 8.315 3.314 4.371 0.11
H 7.390 3.387 5.806 0.11
H 8.187 5.923 5.337 0.09
H 6.744 5.663 6.281 0.08
H 6.617 6.769 5.013 0.09
C -5.496 4.421 -3.280 -0.25
C -5.121 5.641 -2.444 -0.18
O -3.754 5.363 -2.005 -0.10
O -5.442 3.173 -2.585 -0.05
H -5.054 4.295 -4.268 0.13
H -6.452 4.704 -3.721 0.12
H -5.761 5.834 -1.583 0.12
H -5.004 6.499 -3.106 0.12
H -3.839 4.409 -1.944 0.05
H -4.533 2.870 -2.649 0.08
C 0.876 -0.933 7.749 -0.18
C 0.914 -1.053 6.206 -0.26
O 2.206 -1.223 5.655 -0.07
O 1.252 -2.268 8.212 -0.09
H -0.102 -0.683 8.161 0.11
H 1.572 -0.186 8.131 0.11
H 0.325 -0.371 5.592 0.11
H 0.415 -1.991 5.964 0.11
H 2.104 -1.436 4.725 0.09
H 2.052 -2.521 7.746 0.07
C 3.533 1.388 -5.006 -0.20
C 5.019 1.836 -4.552 -0.23
O 5.680 2.788 -5.378 -0.06
O 3.740 0.512 -6.093 -0.09
H 2.938 2.240 -5.333 0.10
H 3.076 0.841 -4.181 0.12
H 5.600 0.919 -4.647 0.11
H 5.091 1.967 -3.473 0.11
H 5.456 3.674 -5.085 0.08
H 4.494 0.833 -6.593 0.08
C -1.589 -0.111 -7.515 -0.27
C -2.150 -0.989 -8.499 -0.29
O -3.073 -0.299 -9.304 -0.05
O -2.597 0.601 -6.791 -0.06
H -1.038 0.723 -7.950 0.12
H -0.872 -0.636 -6.883 0.13
H -2.547 -1.931 -8.120 0.12
H -1.280 -1.211 -9.117 0.12
H -3.501 -0.750 -10.036 0.09
H -2.293 0.744 -5.892 0.08

=====

163
Properties=species:S:1:pos:R:3:lowdin_charge:R:1 method="wB97M-V/def2-TZVPD" homo_ev=-9.00
C -4.473 -3.407 -0.411 -0.15
C -4.601 -2.772 0.942 -0.19
C -5.535 -1.664 0.561 -0.21
O -5.168 -1.225 -0.753 -0.17
C -4.468 -2.233 -1.464 -0.14
H -5.318 -4.080 -0.556 0.12
H -3.569 -4.016 -0.413 0.09
H -3.685 -2.309 1.308 0.11
H -4.933 -3.383 1.782 0.12
H -5.494 -0.918 1.355 0.11
H -6.545 -2.060 0.456 0.12
H -3.459 -1.851 -1.622 0.10
H -5.025 -2.459 -2.373 0.13
C -0.109 0.871 -4.339 -0.19
C -0.511 0.766 -5.811 -0.15
C -1.839 0.061 -5.799 -0.19
O -2.092 -0.227 -4.427 -0.16
C -1.280 0.593 -3.534 -0.18
H 0.435 1.804 -4.190 0.13
H 0.602 0.086 -4.082 0.09
H 0.305 0.233 -6.300 0.11
H -0.422 1.772 -6.220 0.11
H -1.657 -0.865 -6.345 0.11
H -2.689 0.590 -6.229 0.12
H -1.113 0.022 -2.621 0.11
H -1.805 1.534 -3.371 0.11
C -0.929 -3.611 -2.678 -0.15
C -0.972 -5.073 -2.220 -0.16
C -2.117 -5.726 -3.013 -0.17
O -2.618 -4.661 -3.852 -0.16
C -1.678 -3.620 -4.038 -0.19
H 0.056 -3.170 -2.830 0.11
H -1.542 -2.981 -2.032 0.08
H -1.250 -5.129 -1.167 0.07
H -0.010 -5.532 -2.449 0.11
H -2.904 -6.028 -2.323 0.11
H -1.634 -6.502 -3.608 0.11
H -2.254 -2.733 -4.302 0.11
H -1.003 -3.842 -4.865 0.12
C -4.111 1.546 -1.043 -0.20
C -4.455 1.974 0.347 -0.14
C -5.455 3.134 0.039 -0.15
O -5.015 3.676 -1.232 -0.14
C -4.109 2.775 -1.869 -0.22
H -4.908 0.927 -1.455 0.12
H -3.109 1.124 -1.129 0.10
H -3.624 2.472 0.847 0.09
H -4.833 1.125 0.916 0.10
H -5.454 3.877 0.837 0.10
H -6.464 2.756 -0.128 0.12
H -3.134 3.247 -1.982 0.10
H -4.439 2.522 -2.876 0.12
C -1.740 0.901 4.754 -0.18
C -0.670 1.503 5.614 -0.17
C -0.340 2.817 4.893 -0.22
O -1.613 3.205 4.514 -0.15
C -2.528 2.111 4.212 -0.14
H -2.330 0.213 5.360 0.12
H -1.313 0.379 3.898 0.07
H 0.212 0.879 5.755 0.10
H -1.111 1.605 6.605 0.12
H 0.296 2.600 4.034 0.11
H 0.163 3.535 5.541 0.13
H -2.731 1.929 3.157 0.09
H -3.485 2.222 4.722 0.12
C -0.845 -6.599 2.970 -0.18
C -1.536 -5.851 1.876 -0.17
C -0.851 -4.519 1.992 -0.21
O 0.533 -4.908 2.145 -0.18
C 0.544 -6.035 3.057 -0.17
H -0.915 -7.683 2.878 0.12
H -1.302 -6.307 3.915 0.12
H -2.609 -5.687 1.984 0.11
H -1.402 -6.189 0.849 0.11
H -1.031 -3.810 2.800 0.12
H -0.853 -3.929 1.076 0.10
H 0.766 -5.637 4.047 0.12
H 1.278 -6.760 2.705 0.12
C 1.319 -1.466 3.375 -0.16
C 2.734 -0.944 3.448 -0.15
C 3.137 -1.029 4.941 -0.15
O 2.222 -2.049 5.416 -0.13
C 0.982 -1.969 4.759 -0.21
H 1.257 -2.312 2.691 0.08
H 0.599 -0.671 3.177 0.09
H 2.817 0.076 3.073 0.11
H 3.431 -1.546 2.864 0.09
H 2.976 -0.039 5.368 0.11
H 4.196 -1.242 5.090 0.12
H 0.302 -1.324 5.315 0.10
H 0.503 -2.947 4.809 0.11
C 4.235 2.799 -2.732 -0.35
O 3.388 3.254 -2.000 -0.01
N 5.390 2.290 -2.216 -0.18
C 6.451 1.890 -3.117 -0.08
C 5.735 2.018 -0.795 -0.01
H 4.198 2.806 -3.833 0.13
H 6.249 1.914 -4.188 0.08
H 6.712 0.833 -3.062 0.08
H 7.297 2.558 -2.955 0.09
H 5.042 2.416 -0.054 0.08
H 5.787 0.929 -0.778 0.06
H 6.744 2.354 -0.557 0.09
C 4.872 -0.518 -5.720 -0.36
O 5.709 -0.807 -6.620 -0.05
N 4.628 -1.172 -4.598 -0.17
C 3.530 -0.719 -3.717 -0.04
C 5.560 -2.172 -3.999 -0.02
H 4.094 0.217 -5.978 0.13
H 2.719 -0.200 -4.227 0.07
H 3.945 -0.136 -2.895 0.07
H 3.148 -1.689 -3.399 0.09
H 6.381 -2.503 -4.635 0.09
H 6.121 -1.714 -3.184 0.07
H 5.059 -2.962 -3.439 0.08
C -2.521 5.378 -0.272 -0.31
O -1.659 4.544 -0.003 -0.01
N -3.327 6.030 0.644 -0.16
C -4.461 6.883 0.215 -0.05
C -3.267 5.750 2.082 -0.05
H -2.737 5.731 -1.292 0.14
H -4.609 6.931 -0.864 0.09
H -4.254 7.908 0.520 0.08
H -5.391 6.697 0.752 0.08
H -2.359 5.289 2.471 0.07
H -3.127 6.717 2.566 0.09
H -4.183 5.330 2.497 0.08
C 2.596 6.292 3.251 -0.35
O 3.753 6.738 3.270 -0.02
N 2.043 5.666 2.216 -0.16
C 2.723 5.378 0.911 -0.02
C 0.635 5.239 2.167 -0.06
H 1.783 6.587 3.933 0.13
H 2.729 4.301 0.739 0.07
H 3.759 5.717 0.872 0.08
H 2.241 5.839 0.050 0.09
H 0.481 4.299 1.638 0.06
H 0.328 4.948 3.172 0.06
H -0.105 6.005 1.934 0.08
C 4.617 -1.695 0.236 -0.34
O 5.759 -1.394 -0.105 -0.02
N 4.156 -2.960 0.287 -0.18
C 2.749 -3.188 0.565 -0.06
C 5.020 -4.129 0.273 -0.04
H 3.821 -0.949 0.385 0.12
H 2.352 -4.058 0.041 0.09
H 2.037 -2.380 0.396 0.08
H 2.765 -3.382 1.637 0.07
H 4.635 -4.823 -0.473 0.09
H 6.088 -3.955 0.143 0.09
H 4.938 -4.625 1.240 0.09
C 1.237 0.865 -0.447 -0.28
O 1.807 0.032 -1.132 -0.02
N 0.097 0.541 0.279 -0.15
C -0.659 1.455 1.157 -0.02
C -0.582 -0.757 0.084 -0.06
H 1.562 1.915 -0.380 0.13
H -0.974 0.985 2.089 0.06
H -1.586 1.630 0.611 0.07
H -0.087 2.382 1.176 0.07
H -0.732 -1.258 1.041 0.07
H -1.578 -0.636 -0.341 0.06
H -0.150 -1.434 -0.652 0.07

=====

50
Properties=species:S:1:pos:R:3:lowdin_charge:R:1 method="wB97M-V/def2-TZVPD" de_lowest_kj_mol=123.6 homo_ev=-8.47 smiles="COc1ccccc1NC(=O)N1CCC[C@@H]1C(=O)NC[C@@H]1CCCO1"
C -0.998 -1.577 -1.567 -0.06
O -1.554 -1.117 -0.358 -0.09
C -2.906 -1.183 -0.192 -0.23
C -3.776 -1.812 -1.074 -0.02
C -5.136 -1.861 -0.813 -0.09
C -5.647 -1.287 0.335 -0.09
C -4.793 -0.649 1.217 -0.02
C -3.430 -0.573 0.966 -0.19
N -2.611 0.067 1.908 0.16
C -1.345 0.592 1.721 -0.50
O -0.476 0.407 2.569 0.04
N -1.142 1.378 0.646 0.01
C -2.149 1.943 -0.233 -0.12
C -1.335 2.714 -1.268 -0.14
C -0.123 3.190 -0.472 -0.12
C 0.161 2.006 0.446 -0.17
C 1.136 0.998 -0.198 -0.45
O 1.530 1.096 -1.345 0.06
N 1.500 0.023 0.647 0.09
C 2.405 -1.036 0.279 -0.11
C 3.722 -0.957 1.079 -0.32
C 4.539 0.282 0.709 -0.12
C 5.315 -0.204 -0.516 -0.15
C 5.449 -1.714 -0.265 -0.19
O 4.553 -2.061 0.782 -0.10
H -1.075 -2.665 -1.656 0.10
H 0.051 -1.288 -1.537 0.08
H -1.473 -1.104 -2.432 0.10
H -3.395 -2.288 -1.963 0.10
H -5.790 -2.360 -1.512 0.10
H -6.704 -1.333 0.546 0.10
H -5.176 -0.196 2.118 0.12
H -2.730 -0.269 2.856 0.16
H -2.772 1.176 -0.692 0.11
H -2.802 2.615 0.340 0.14
H -1.900 3.529 -1.714 0.11
H -1.000 2.038 -2.055 0.11
H 0.731 3.397 -1.113 0.12
H -0.365 4.078 0.112 0.12
H 0.573 2.305 1.418 0.16
H 1.069 0.000 1.568 0.11
H 1.942 -2.010 0.465 0.13
H 2.616 -0.935 -0.788 0.12
H 3.487 -1.008 2.148 0.15
H 5.221 0.533 1.522 0.12
H 3.907 1.139 0.494 0.11
H 4.743 -0.012 -1.423 0.11
H 6.285 0.278 -0.612 0.11
H 6.457 -1.986 0.066 0.12
H 5.211 -2.300 -1.160 0.12

=====

18
Properties=species:S:1:pos:R:3:lowdin_charge:R:1 method="wB97M-V/def2-TZVPD" de_lowest_kj_mol=741.0 homo_ev="-12.75 / -13.34" charge=+1
C 0.460 0.436 -1.290 -0.15
C -0.070 -0.973 -1.094 -0.21
C 0.670 1.297 -0.133 -0.04
C -1.979 -0.688 1.105 -0.12
N -0.597 -0.852 1.201 -0.03
N 1.742 0.913 0.765 0.18
O 0.089 -1.407 0.202 -0.14
H 1.261 0.431 -1.965 0.11
H -0.428 0.829 -1.885 0.16
H -1.016 -0.887 -1.527 0.09
H 0.482 -1.790 -1.656 0.17
H 0.037 2.048 0.298 0.12
H -2.222 0.450 1.023 0.12
H -2.427 -1.169 0.232 0.08
H -2.565 -1.062 2.010 0.12
H 2.036 1.489 1.522 0.16
H 2.756 0.997 0.248 0.25
H 1.772 -0.062 0.941 0.12

=====

22
Properties=species:S:1:pos:R:3:lowdin_charge:R:1 method="wB97M-V/def2-TZVPD" de_lowest_kj_mol=25.5 homo_ev=-6.82 charge=-1
Cl 0.162 -0.070 -0.066 0.05
O 2.577 -0.884 2.121 -0.09
H 1.803 -0.598 1.636 -0.09
H 3.285 -0.863 1.477 0.02
O -1.151 2.764 1.267 -0.08
H -0.829 1.956 0.867 -0.09
H -0.375 3.162 1.662 0.02
O -0.730 -0.834 2.961 -0.09
H -0.376 -0.384 2.194 -0.11
H -0.621 -0.208 3.677 0.02
O 2.494 0.879 -2.067 -0.10
H 1.784 0.719 -1.445 -0.12
H 2.051 1.134 -2.876 0.02
O 1.156 -3.222 -0.925 -0.09
H 1.103 -2.306 -0.652 -0.07
H 0.277 -3.568 -0.775 0.02
O -3.106 -1.038 -0.986 -0.08
H -2.355 -0.688 -0.508 -0.05
H -3.855 -0.870 -0.414 0.02
O -1.220 1.998 -2.483 -0.08
H -0.625 1.757 -1.772 -0.06
H -1.451 1.165 -2.894 0.02

=====

80
Properties=species:S:1:pos:R:3:lowdin_charge:R:1 method="wB97M-V/def2-TZVPD" spin_multiplicity=3 homo_ev="-6.44 / -6.91" s2=2.02
Pd 0.600 1.281 -1.119 0.72
C -0.933 1.426 -2.319 -0.33
C -0.857 0.046 -2.593 -0.22
C -0.125 -0.462 -3.749 -0.20
C 1.221 0.305 -3.953 -0.17
C 1.813 1.052 -2.801 -0.24
C 1.634 2.409 -2.476 -0.25
C 0.529 3.297 -3.007 -0.19
C -0.703 2.460 -3.403 -0.17
C 1.032 1.762 1.289 -0.12
H -1.771 1.705 -1.691 0.06
H -1.685 -0.571 -2.216 0.08
H -0.746 -0.371 -4.657 0.12
H 0.053 -1.542 -3.662 0.11
H 1.952 -0.440 -4.277 0.11
H 1.084 0.986 -4.785 0.10
H 2.711 0.574 -2.427 0.08
H 2.475 2.938 -2.021 0.09
H 0.804 4.005 -3.805 0.11
H 0.234 3.949 -2.168 0.11
H -1.600 3.101 -3.479 0.12
H -0.585 1.975 -4.383 0.10
H 0.099 2.295 1.502 0.00
H 1.859 2.436 1.525 0.00
H 1.110 0.953 2.036 -0.07
P 2.038 -0.561 0.524 1.09
P -1.625 -0.528 0.390 1.14
N 3.573 0.133 -0.194 -0.21
N 2.789 -1.836 1.408 -0.27
N -3.254 0.558 -0.361 -0.14
N -2.705 -1.837 0.908 -0.21
C 1.110 -1.602 -0.716 -0.35
C -0.360 -1.846 -0.296 -0.32
C 3.733 1.518 -0.233 -0.22
C 4.996 1.858 -0.682 -0.08
C 5.656 0.627 -0.977 -0.09
C 4.775 -0.402 -0.669 -0.13
C 3.613 -1.445 2.484 -0.14
C 4.457 -2.492 2.778 -0.09
C 4.122 -3.584 1.907 -0.09
C 3.095 -3.166 1.095 -0.14
C -3.167 1.921 -0.135 -0.27
C -4.254 2.577 -0.686 -0.12
C -4.993 1.617 -1.384 -0.11
C -4.338 0.400 -1.208 -0.19
C -4.089 -1.940 0.914 -0.11
C -4.466 -2.843 1.893 -0.08
C -3.280 -3.252 2.579 -0.08
C -2.223 -2.649 1.938 -0.19
H 1.640 -2.558 -0.894 0.07
H 1.179 -1.073 -1.691 0.04
H -0.923 -2.036 -1.218 0.06
H -0.397 -2.751 0.314 0.06
H 2.952 2.183 0.057 0.04
H 5.381 2.858 -0.743 0.09
H 6.655 0.535 -1.365 0.09
H 4.878 -1.469 -0.752 0.10
H 3.477 -0.463 2.917 0.11
H 5.250 -2.470 3.508 0.09
H 4.599 -4.554 1.864 0.10
H 2.537 -3.689 0.326 0.10
H -2.269 2.363 0.297 0.09
H -4.445 3.653 -0.576 0.10
H -5.923 1.759 -1.945 0.09
H -4.612 -0.576 -1.622 0.10
H -4.678 -1.417 0.191 0.07
H -5.480 -3.175 2.086 0.09
H -3.198 -3.864 3.466 0.10
H -1.173 -2.725 2.148 0.09
F -2.988 -0.167 5.910 0.05
C -2.340 0.129 4.746 -0.25
C -1.179 -0.576 4.420 0.00
C -0.757 -0.568 3.093 -0.12
C -1.551 0.114 2.116 -0.32
C -2.407 1.118 2.598 -0.08
C -2.919 1.044 3.887 0.01
H -0.644 -1.165 5.157 0.12
H 0.230 -0.982 2.816 0.10
H -2.568 2.032 2.047 0.08
H -3.735 1.692 4.202 0.13

=====

36
Properties=species:S:1:pos:R:3:lowdin_charge:R:1 method="wB97M-V/def2-TZVPD" de_lowest_kj_mol=0.0 spin_multiplicity=5 homo_ev="-1.44 / -4.39" charge=-1 s2=6.03
C -1.866 -0.754 -1.731 -0.25
C -1.986 -1.243 -0.382 -0.23
C -2.330 -0.123 0.460 -0.26
H -1.856 -2.262 -0.041 0.10
C -2.404 1.064 -0.360 -0.25
C -2.046 0.692 -1.714 -0.31
H -2.002 1.380 -2.558 0.10
H -1.704 -1.381 -2.603 0.08
H -2.576 -0.169 1.509 0.08
H -2.659 2.059 -0.010 0.10
Ir -0.418 0.264 -0.526 1.10
Br 1.146 2.049 -0.709 0.28
C 2.237 0.531 -2.734 -0.25
C 1.151 1.241 -3.392 -0.24
C 0.148 0.294 -3.714 -0.20
H 1.133 2.297 -3.651 0.08
C 0.606 -0.993 -3.307 -0.15
C 1.867 -0.843 -2.666 -0.15
H 2.493 -1.641 -2.290 0.08
H 3.185 0.950 -2.425 0.07
H -0.796 0.543 -4.193 0.09
H 0.087 -1.937 -3.468 0.09
F 2.857 -0.920 2.143 0.14
C 2.113 -0.024 2.828 -0.50
F 2.349 -0.202 4.152 0.13
F 2.562 1.213 2.489 0.13
C 0.571 -0.162 2.417 -0.27
O 0.593 -0.444 1.056 -0.33
C -0.005 -1.426 3.174 -0.50
F -0.302 -1.196 4.484 0.13
F -1.149 -1.809 2.548 0.13
F 0.845 -2.471 3.105 0.15
C -0.254 1.064 2.912 -0.51
F 0.282 1.619 4.022 0.15
F -0.333 2.019 1.961 0.08
F -1.539 0.725 3.212 0.12

=====

Number 1: E -18960.893 eV. Number 2: E -6249.064 eV. Number 3: E -65559.762 eV. Number 4: E -84843.102 eV. Number 5: E -31733.107 eV. Number 6: E -9341.177 eV. Number 7: E -27086.277 eV. Number 8: E -65578.534 eV. Number 9: E -114063.376 eV.